C18H42F12N2O15S4 | wB97M-V/def2-TZVPD

Computed properties:
Orbital gap   0.2969 Eh
E_LUMO   3.38 eV
Charge   -2

Last column: Mulliken charge in e.
Atoms and positions in Å:
C -0.654 -1.424 3.008  0.304
F -1.067 -2.460 2.286  -0.170
F -1.645 -1.104 3.868  -0.237
F 0.393 -1.675 3.756  -0.128
S -0.355 0.165 1.993  1.062
O -1.570 0.981 2.016  -0.518
O 0.748 0.835 2.691  -0.556
N 0.323 -0.381 0.474  -0.709
S -0.922 -0.361 -0.382  1.394
O -2.048 -1.180 0.077  -0.792
O -1.259 0.853 -1.042  -0.344
C -0.269 -1.506 -1.841  0.114
F 0.956 -1.109 -2.200  -0.232
F -0.232 -2.817 -1.532  -0.228
F -1.045 -1.336 -2.919  -0.179
C 7.312 -2.952 1.622  0.647
F 8.183 -3.504 2.473  -0.205
F 7.887 -3.136 0.359  -0.271
F 6.132 -3.505 1.564  -0.208
S 7.161 -1.014 1.946  1.039
O 8.174 -0.609 2.937  -0.629
O 7.211 -0.302 0.690  -0.684
N 5.588 -0.750 2.574  -0.363
S 5.740 -1.225 4.085  1.029
O 6.447 -2.485 4.337  -0.649
O 5.952 -0.157 5.052  -0.654
C 3.947 -1.835 4.458  0.531
F 3.778 -2.017 5.782  -0.246
F 3.077 -0.914 4.000  -0.124
F 3.752 -3.025 3.853  -0.251
C -4.891 -2.062 -4.068  -1.333
C -4.364 -1.012 -3.164  0.881
O -4.663 -1.329 -1.790  -0.559
H -4.825 -1.731 -5.106  0.325
H -5.924 -2.166 -3.736  0.334
H -4.242 -2.935 -3.997  0.290
H -4.886 -0.084 -3.404  0.218
H -3.287 -0.856 -3.228  -0.445
H -3.847 -1.694 -1.432  0.277
C 2.738 -4.950 0.405  -1.241
C 1.968 -3.857 1.089  0.416
O 2.153 -2.587 0.426  -0.403
H 2.502 -5.050 -0.653  0.312
H 2.584 -5.826 1.038  0.378
H 3.815 -4.767 0.443  0.136
H 2.196 -3.688 2.141  0.030
H 0.931 -4.183 0.972  0.223
H 1.323 -2.096 0.430  0.284
C -4.256 1.816 0.299  -0.492
C -4.157 3.239 -0.216  0.521
O -5.017 4.052 0.553  -0.569
H -3.441 1.276 -0.184  -0.103
H -5.175 1.306 0.015  0.295
H -4.070 1.863 1.371  0.283
H -4.426 3.320 -1.272  0.021
H -3.094 3.467 -0.105  -0.194
H -4.621 4.925 0.608  0.303
C -0.233 1.891 6.013  -0.794
C 0.448 0.869 6.986  -0.116
O -0.512 0.642 8.021  -0.537
H -0.468 2.796 6.567  0.411
H -1.112 1.378 5.623  0.174
H 0.488 1.857 5.195  0.183
H 1.450 1.189 7.280  0.315
H 0.644 -0.058 6.441  0.117
H -0.070 0.162 8.727  0.281
C 0.062 3.978 0.771  -0.413
C 1.575 3.969 0.396  -0.457
O 1.884 2.981 -0.568  -0.456
H -0.220 4.988 1.074  0.473
H -0.182 3.210 1.503  0.037
H -0.532 3.784 -0.124  -0.042
H 2.229 3.883 1.262  0.260
H 1.791 4.945 -0.048  0.323
H 1.703 3.286 -1.459  0.265
C 0.320 0.411 -6.492  -1.200
C -0.618 -0.806 -6.300  0.384
O -0.030 -1.892 -6.979  -0.560
H -0.073 1.345 -6.090  0.293
H 0.507 0.598 -7.551  0.363
H 1.285 0.183 -6.039  0.318
H -1.610 -0.451 -6.581  0.331
H -0.508 -1.081 -5.250  -0.177
H -0.668 -2.459 -7.417  0.285
C -2.650 2.037 -3.832  -0.121
C -3.532 3.204 -4.387  -0.424
O -4.727 2.600 -4.895  -0.498
H -3.189 1.655 -2.965  -0.290
H -1.647 2.332 -3.527  0.393
H -2.598 1.202 -4.531  0.064
H -3.036 3.836 -5.128  0.383
H -3.727 3.924 -3.588  0.242
H -5.165 3.167 -5.534  0.256

---

C18H42O14P2 | wB97M-V/def2-TZVPD

Computed properties:
Orbital gap   0.3836 Eh
E_LUMO   0.56 eV
Energy relative to the best compared isomer or geometry (same formula, charge and spin)   320.4 kJ/mol

Last column: Mulliken charge in e.
Atoms and positions in Å:
C -3.522 1.973 0.484  -0.759
O -2.999 0.788 1.158  -0.142
P -3.871 -0.671 1.200  0.702
O -4.853 -0.881 0.124  -0.703
O -2.637 -1.733 1.106  -0.105
C -2.765 -2.976 1.538  -0.690
O -4.407 -0.793 2.738  -0.277
C -5.632 -0.265 3.198  -0.693
H -4.403 1.806 -0.136  0.344
H -2.806 2.550 -0.101  0.215
H -3.777 2.604 1.336  0.330
H -2.701 -3.607 0.651  0.185
H -3.599 -3.170 2.213  0.433
H -1.900 -3.176 2.170  0.273
H -5.976 0.591 2.617  0.287
H -5.608 -0.040 4.265  0.281
H -6.531 -0.879 3.146  0.300
C -0.949 -5.530 -0.874  -0.776
O -1.335 -6.664 -1.572  -0.359
P -2.598 -6.621 -2.544  1.147
O -3.852 -6.173 -1.815  -0.689
O -2.643 -8.236 -2.946  -0.399
C -2.801 -9.225 -1.903  -0.655
O -2.144 -5.970 -3.935  -0.268
C -3.149 -5.326 -4.680  -0.714
H 0.124 -5.369 -0.770  0.322
H -1.177 -5.569 0.191  0.378
H -1.295 -4.585 -1.293  0.323
H -2.031 -9.981 -2.059  0.261
H -3.725 -9.739 -2.170  0.290
H -2.854 -8.901 -0.864  0.294
H -3.977 -4.970 -4.068  0.370
H -3.591 -5.905 -5.491  0.265
H -2.580 -4.481 -5.067  0.235
C 4.247 3.188 3.579  -1.002
C 4.951 2.850 2.287  -0.331
O 4.761 1.425 2.202  -0.290
C 4.969 0.748 1.130  0.798
C 4.710 -0.721 1.262  -0.870
O 5.193 1.259 0.025  -0.646
H 3.170 3.278 3.437  0.216
H 4.699 4.137 3.868  0.378
H 4.376 2.461 4.381  0.287
H 4.483 3.301 1.413  0.301
H 5.988 3.185 2.253  0.367
H 5.685 -1.195 1.367  0.337
H 4.236 -1.165 0.386  0.223
H 4.152 -0.748 2.198  0.250
C 3.411 7.934 -3.922  -1.092
C 2.586 8.560 -2.726  -0.228
O 1.759 7.505 -2.165  -0.305
C 2.029 6.847 -0.985  0.647
C 1.025 5.815 -0.636  -0.866
O 3.020 7.002 -0.314  -0.565
H 3.976 7.062 -3.591  0.306
H 4.215 8.507 -4.384  0.376
H 2.747 7.539 -4.691  0.292
H 3.314 9.058 -2.085  0.332
H 1.923 9.178 -3.331  0.239
H 0.937 5.587 0.426  0.269
H 1.238 4.879 -1.153  0.230
H 0.063 6.135 -1.036  0.364
C 0.863 2.114 0.833  -1.199
C 0.815 0.900 1.672  -0.224
O 0.992 -0.282 0.910  -0.278
C 0.784 -1.473 1.473  0.605
C 0.581 -2.617 0.460  -0.836
O 0.682 -1.625 2.583  -0.500
H 0.678 2.999 1.442  0.421
H 0.241 2.006 -0.055  0.365
H 1.854 2.341 0.442  0.363
H 1.630 0.933 2.395  0.228
H -0.099 1.030 2.251  0.258
H 1.169 -2.411 -0.434  0.414
H -0.478 -2.805 0.284  -0.030
H 0.991 -3.598 0.702  0.389

---

C18H43N7Tc | wB97M-V/def2-TZVPD

Computed properties:
Multiplicity   4
Orbital gap (spin up / spin down)   0.2992 / 0.2729 Eh
E_LUMO (spin up / spin down)   -14.72 / -15.44 eV
Charge   +4
<S²>   3.807

Last column: Mulliken spin population.
Atoms and positions in Å:
Tc 0.242 0.045 -0.155  3.027
C -2.626 1.353 1.273  0.018
C -3.032 0.444 0.119  0.016
N -1.943 0.057 -0.816  -0.032
C -2.039 0.719 -2.132  0.014
C -0.998 0.112 -3.070  0.009
N 0.361 0.066 -2.457  -0.017
C 1.295 1.036 -3.081  0.025
C 1.028 2.496 -2.731  -0.004
C 1.283 2.862 -1.273  0.031
N 0.290 2.279 -0.340  -0.066
C 0.291 2.973 0.978  0.029
C 0.399 1.997 2.155  0.050
N -0.245 0.694 1.896  -0.093
C -1.674 0.695 2.276  0.050
H -3.550 1.576 1.815  0.000
H -2.253 2.314 0.920  -0.007
H -3.822 0.948 -0.444  0.000
H -3.473 -0.460 0.544  -0.004
H -2.104 -0.929 -1.026  0.003
H -1.920 1.797 -2.024  -0.003
H -3.031 0.556 -2.574  -0.001
H -0.986 0.686 -4.001  0.001
H -1.310 -0.902 -3.333  -0.003
H 0.751 -0.842 -2.712  0.017
H 1.230 0.930 -4.170  0.001
H 2.315 0.768 -2.802  -0.018
H 0.026 2.798 -3.041  0.000
H 1.718 3.090 -3.338  0.000
H 1.222 3.956 -1.208  0.003
H 2.289 2.569 -0.960  -0.017
H -0.607 2.504 -0.775  0.012
H -0.606 3.588 1.070  -0.003
H 1.134 3.666 1.040  0.006
H -0.049 2.469 3.035  0.001
H 1.450 1.833 2.398  -0.025
H 0.195 0.035 2.600  -0.009
H -1.780 1.221 3.231  -0.003
H -1.990 -0.336 2.440  -0.016
C -0.770 -2.974 -1.112  0.031
N -0.082 -2.287 -0.004  -0.085
C -0.828 -2.593 1.230  0.056
C 1.271 -2.891 0.089  0.019
C 2.213 -2.074 0.949  0.018
N 2.393 -0.719 0.392  -0.080
C 3.070 0.121 1.383  0.056
C 3.242 -0.775 -0.801  0.036
H -0.684 -4.059 -1.007  -0.002
H -0.339 -2.717 -2.075  -0.006
H -1.839 -2.767 -1.119  -0.002
H -0.909 -3.673 1.366  0.001
H -1.841 -2.206 1.168  -0.005
H -0.333 -2.187 2.107  -0.012
H 1.688 -2.985 -0.915  -0.006
H 1.201 -3.902 0.497  -0.002
H 3.173 -2.601 0.990  -0.002
H 1.847 -1.992 1.975  -0.015
H 4.099 -0.229 1.532  0.005
H 2.578 0.055 2.353  0.003
H 3.136 1.155 1.044  -0.007
H 4.180 -1.293 -0.576  0.003
H 3.510 0.228 -1.129  -0.006
H 2.774 -1.319 -1.617  -0.003
C 1.435 -2.068 6.047  0.000
C 1.091 -1.472 4.827  0.000
N 0.827 -1.002 3.803  0.012
H 2.216 -1.488 6.556  0.000
H 1.809 -3.087 5.913  0.000
H 0.564 -2.116 6.714  0.000

---

C18H44BClN3O8PS2 | wB97M-V/def2-TZVPD

Computed properties:
Orbital gap   0.3096 Eh
E_LUMO   -0.05 eV

Last column: Mulliken charge in e.
Atoms and positions in Å:
C -5.915 2.594 2.267  -0.803
N -5.520 1.166 2.607  0.042
C -6.115 0.702 3.918  -0.906
B -4.012 1.116 2.769  0.283
O -3.376 1.852 3.913  -0.544
C -2.963 0.276 1.792  0.413
C -2.664 -1.193 2.456  -0.119
Cl -0.918 -1.775 2.039  -0.095
O -3.694 -2.214 2.216  -0.294
S -3.976 -2.488 0.558  1.069
O -5.226 -3.447 0.459  -0.655
O -2.827 -3.206 -0.195  -0.523
C -4.515 -0.861 -0.197  -0.576
C -3.385 0.256 0.209  -0.169
P -1.781 0.170 -0.871  0.335
S -0.646 1.773 -0.588  -0.382
H -6.300 2.650 1.139  0.221
H -6.772 3.030 2.933  0.307
H -5.007 3.361 2.316  0.228
H -6.981 -0.094 3.720  0.251
H -5.318 0.219 4.663  0.272
H -6.624 1.575 4.550  0.323
H -2.575 2.323 3.486  0.345
H -1.934 0.880 1.852  -0.564
H -2.640 -1.022 3.637  0.420
H -4.490 -0.995 -1.380  0.400
H -5.618 -0.530 0.082  0.320
H -3.866 1.318 -0.028  0.353
H -1.041 -1.061 -0.706  0.102
H -2.218 0.278 -2.268  -0.090
C 3.261 -4.811 -4.392  -0.710
O 3.362 -3.587 -5.108  -0.323
C 2.615 -3.579 -6.331  -0.808
C 1.392 -2.653 -6.217  -0.154
N 0.381 -3.209 -5.313  -0.331
C -0.663 -2.250 -4.931  -0.843
C -0.224 -0.983 -4.166  -0.400
O 0.261 -1.236 -2.846  -0.259
C 1.623 -1.635 -2.783  -0.372
H 4.009 -4.801 -3.596  0.235
H 2.278 -4.915 -3.933  0.301
H 3.465 -5.668 -5.042  0.336
H 2.327 -4.591 -6.648  0.395
H 3.282 -3.172 -7.097  0.391
H 0.952 -2.512 -7.210  0.395
H 1.751 -1.683 -5.863  0.156
H 0.834 -3.535 -4.465  0.066
H -1.367 -2.798 -4.294  0.401
H -1.219 -1.953 -5.829  0.427
H -1.118 -0.362 -4.036  0.304
H 0.484 -0.369 -4.731  0.340
H 2.233 -1.169 -3.561  0.306
H 1.693 -2.722 -2.835  0.162
H 2.022 -1.336 -1.809  0.053
C 4.125 4.782 4.199  -0.705
O 4.902 3.610 3.993  -0.332
C 4.441 2.480 4.745  -0.784
C 3.806 1.430 3.818  -0.193
N 2.531 1.901 3.269  -0.289
C 2.027 1.083 2.158  -0.413
C 2.898 0.991 0.887  -0.172
O 3.001 2.216 0.159  -0.405
C 3.981 3.117 0.655  -0.595
H 4.660 5.626 3.756  0.233
H 3.156 4.699 3.708  0.293
H 3.990 4.984 5.266  0.337
H 3.756 2.772 5.553  0.394
H 5.327 2.036 5.209  0.396
H 3.640 0.505 4.381  0.367
H 4.527 1.220 3.023  0.180
H 2.642 2.852 2.934  0.069
H 1.061 1.516 1.871  0.155
H 1.820 0.071 2.527  0.356
H 2.400 0.287 0.209  -0.155
H 3.888 0.566 1.080  0.441
H 4.848 2.602 1.078  0.308
H 3.532 3.787 1.388  0.171
H 4.325 3.739 -0.178  0.311

---

C18H44BNO5P | wB97M-V/def2-TZVPD

Computed properties:
Orbital gap   0.3690 Eh
E_LUMO   -2.88 eV
Charge   +1

Last column: Mulliken charge in e.
Atoms and positions in Å:
C -2.112 2.183 -3.364  -0.620
O -2.189 0.802 -2.932  -0.402
B -2.561 0.474 -1.698  0.758
O -3.723 0.767 -1.071  -0.590
N -1.609 -0.500 -0.917  0.020
C -0.933 0.225 0.221  -0.375
C 0.388 0.905 -0.130  -1.348
C 1.288 0.172 -1.137  1.417
P 2.488 1.303 -1.889  0.754
O 3.555 0.616 -2.606  -0.655
O 1.511 2.247 -2.757  -0.492
O 3.032 2.256 -0.731  -0.538
C 0.515 -0.524 -2.267  -0.911
C -0.665 -1.319 -1.758  -1.123
H -1.665 2.802 -2.588  0.271
H -1.467 2.197 -4.237  0.255
H -3.106 2.546 -3.616  0.317
H -3.788 1.353 -0.312  0.327
H -2.243 -1.165 -0.471  0.409
H -1.647 0.979 0.554  -0.222
H -0.817 -0.473 1.049  0.559
H 0.195 1.932 -0.454  0.478
H 0.934 0.981 0.812  0.401
H 1.926 -0.561 -0.632  -0.339
H 2.009 2.855 -3.319  0.340
H 2.461 2.989 -0.490  0.322
H 1.195 -1.254 -2.714  0.374
H 0.225 0.165 -3.056  0.491
H -1.248 -1.701 -2.596  0.301
H -0.347 -2.178 -1.164  0.655
C -2.901 6.198 3.542  -1.202
C -2.185 4.905 3.915  -0.572
C -1.762 4.071 2.706  -0.766
C -2.921 3.596 1.828  0.272
C -3.982 2.763 2.546  -0.604
C -3.434 1.471 3.145  -0.781
H -3.830 6.010 3.002  0.282
H -3.155 6.773 4.432  0.386
H -2.268 6.826 2.911  0.297
H -2.822 4.309 4.575  0.246
H -1.291 5.142 4.496  0.399
H -1.184 3.209 3.053  0.291
H -1.079 4.664 2.089  0.453
H -2.500 3.001 0.999  -0.468
H -3.402 4.456 1.356  0.448
H -4.774 2.521 1.829  0.383
H -4.464 3.355 3.326  0.401
H -2.985 0.865 2.350  -0.040
H -4.226 0.877 3.600  0.413
H -2.676 1.652 3.906  0.309
C 2.949 -6.976 0.528  -1.170
C 4.075 -6.155 -0.090  -0.413
C 4.015 -4.670 0.264  -0.942
C 2.753 -3.950 -0.214  -0.254
C 2.504 -4.025 -1.721  -0.032
C 3.601 -3.374 -2.556  -1.392
H 1.967 -6.650 0.176  0.263
H 3.048 -8.032 0.275  0.385
H 2.958 -6.893 1.617  0.300
H 4.067 -6.281 -1.177  0.223
H 5.035 -6.549 0.250  0.388
H 4.896 -4.169 -0.143  0.343
H 4.084 -4.561 1.351  0.407
H 2.827 -2.895 0.081  0.014
H 1.882 -4.353 0.313  0.410
H 1.550 -3.527 -1.936  -0.024
H 2.369 -5.065 -2.029  0.403
H 3.733 -2.320 -2.293  0.315
H 3.368 -3.422 -3.620  0.381
H 4.560 -3.871 -2.412  0.410

---

C18H44BeN2O6 | wB97M-V/def2-TZVPD

Computed properties:
Multiplicity   2
Orbital gap (spin up / spin down)   0.1333 / 0.2354 Eh
E_LUMO (spin up / spin down)   2.98 / 2.97 eV
Charge   -1
<S²>   0.751

Last column: Mulliken spin population.
Atoms and positions in Å:
Be -7.077 -12.987 10.852  1.675
C -2.515 -11.967 9.897  0.010
C -3.838 -11.986 9.124  0.023
C -3.550 -12.117 7.605  0.011
O -4.831 -12.798 9.658  -0.001
H -2.689 -12.023 10.971  0.001
H -1.881 -11.145 9.566  0.000
H -2.050 -12.940 9.740  -0.001
H -4.152 -10.950 9.252  -0.011
H -2.740 -11.439 7.335  -0.002
H -4.354 -11.675 7.017  0.000
H -3.445 -13.139 7.240  -0.001
C -10.916 -13.521 13.606  0.010
C -10.349 -13.478 12.159  -0.029
C -11.495 -13.082 11.193  0.015
O -9.279 -12.644 12.017  -0.049
H -11.633 -12.729 13.819  0.002
H -10.087 -13.480 14.314  0.000
H -11.418 -14.486 13.681  -0.003
H -10.074 -14.489 11.858  -0.005
H -11.915 -12.127 11.508  -0.003
H -12.386 -13.709 11.194  -0.003
H -11.295 -12.876 10.141  0.000
C -7.601 -13.730 6.835  0.002
O -8.102 -12.966 7.952  -0.101
C -8.403 -11.562 7.557  -0.018
C -8.973 -10.790 8.774  0.032
N -8.088 -10.859 9.951  0.025
C -6.991 -9.878 9.902  0.000
C -6.241 -9.749 11.217  -0.049
O -6.035 -11.021 11.935  -0.135
C -5.062 -10.928 12.944  -0.012
H -6.512 -13.761 6.842  -0.001
H -7.947 -13.495 5.829  0.001
H -7.841 -14.769 7.060  -0.004
H -9.137 -11.642 6.755  -0.002
H -7.474 -11.141 7.171  -0.007
H -9.847 -11.370 9.068  -0.006
H -9.423 -9.805 8.648  0.004
H -8.621 -10.799 10.807  -0.021
H -7.366 -8.867 9.743  0.006
H -6.267 -10.116 9.122  0.006
H -6.671 -9.065 11.950  0.000
H -5.310 -9.227 10.996  -0.003
H -5.226 -10.165 13.705  0.004
H -4.159 -10.735 12.364  -0.001
H -4.835 -11.886 13.412  -0.005
C -5.483 -12.753 16.048  0.000
O -5.617 -13.717 14.950  0.000
C -6.932 -13.951 14.520  -0.018
C -6.926 -15.136 13.477  -0.029
N -6.001 -14.875 12.366  -0.029
C -5.739 -16.063 11.518  0.045
C -7.011 -16.488 10.723  -0.057
O -7.666 -15.390 10.107  -0.260
C -8.793 -15.919 9.386  -0.029
H -5.918 -11.771 15.863  0.000
H -4.453 -12.480 16.278  0.000
H -6.087 -13.019 16.915  0.000
H -7.321 -13.027 14.092  0.002
H -7.457 -14.237 15.432  0.001
H -7.900 -15.354 13.040  0.018
H -6.616 -15.976 14.099  0.006
H -5.106 -14.730 12.810  0.004
H -5.263 -16.876 12.066  0.006
H -5.038 -15.747 10.745  -0.013
H -7.667 -17.123 11.318  -0.008
H -6.646 -17.164 9.949  0.001
H -9.448 -15.083 9.143  -0.004
H -9.412 -16.593 9.978  0.002
H -8.367 -16.330 8.471  0.009